[1]
Molecular formula: C2H7NO2S
Method: DFT, wB97M-V/def2-TZVPD

2S+1: 1
Molecular weight (g/mol): 109.1
Energy (hartree): -683.67889
Charge: 0
Largest force on an atom (hartree/bohr): 0.122
E_HOMO (eV): -10.397
HOMO-LUMO gap (eV): 11.12

Cartesian coordinates (Å):
N  2.6894  0.8895  -1.5413
S  1.4211  0.7554  -0.6820
O  1.4866  0.5677  0.7521
O  0.2240  -0.1364  -1.4557
H  3.4818  0.4073  -1.3747
H  0.7076  1.9638  -0.9277
H  -0.5237  -0.5610  -1.1011
C  -1.9305  -0.9209  0.6119
C  -1.1543  -0.3334  1.4380
H  -1.8603  -1.9329  0.4386
H  -2.7813  -0.4757  0.2327
H  -0.3523  -0.9682  1.9230
H  -1.4083  0.7447  1.6861

---

[2]
Molecular formula: C2H7NO2S2
Method: DFT, wB97M-V/def2-TZVPD

2S+1: 1
Molecular weight (g/mol): 141.2
Energy (hartree): -1082.03705
Charge: 0
Largest force on an atom (hartree/bohr): 0.016
E_HOMO (eV): -9.334
HOMO-LUMO gap (eV): 9.74

Cartesian coordinates (Å):
N  -0.8195  -2.0168  -0.8373
C  -1.7999  -1.3640  -0.1274
O  -1.6665  -0.8201  0.9240
O  -3.0289  -1.3882  -0.7506
H  0.0908  -1.6488  -0.5740
H  -0.9656  -1.9789  -1.8373
H  -3.2382  -2.2727  -1.0533
C  0.1696  1.8152  -0.8223
S  1.5324  0.6500  -0.5148
S  1.8568  1.0284  1.4688
H  -0.6955  1.4621  -0.2689
H  -0.0973  1.7818  -1.8804
H  0.4758  2.8211  -0.5620
H  2.7894  1.9872  1.3718

---

[3]
Molecular formula: C2H7NO2Si
Method: DFT, wB97M-V/def2-TZVPD

2S+1: 1
Molecular weight (g/mol): 105.2
Energy (hartree): -574.84532
Charge: 0
Largest force on an atom (hartree/bohr): 0.090
E_HOMO (alpha / beta) (eV): -10.099 / -9.220
HOMO-LUMO gap (alpha / beta) (eV): 9.25 / 7.14

Cartesian coordinates (Å):
C  0.5697  -0.9056  -1.8534
C  -0.6327  -0.6488  0.6500
N  1.7817  -0.7121  -1.3289
O  2.2184  0.4648  -1.2238
O  2.4775  -1.6693  -0.9093
Si  0.1036  1.1185  1.0977
H  0.1069  -0.0126  -2.2829
H  0.1527  -1.8780  -2.1216
H  -1.5170  -0.7128  0.0523
H  -0.2259  -1.5263  1.2692
H  1.5588  1.1921  0.8963
H  0.0395  1.0109  2.5811
H  -0.6675  1.6779  0.0049

---

[4]
Molecular formula: C2H7NO3
Method: DFT, wB97M-V/def2-TZVPD

2S+1: 1
Molecular weight (g/mol): 93.1
Energy (hartree): -360.83905
Charge: 0
Largest force on an atom (hartree/bohr): 0.066
E_HOMO (eV): -10.082
HOMO-LUMO gap (eV): 10.80

Cartesian coordinates (Å):
O  -0.7713  1.2669  -1.1959
C  -1.8090  0.7516  -1.2146
O  -2.2068  -0.1602  -2.1928
H  -2.6382  0.8522  -0.4810
H  -3.1342  -0.0212  -2.2272
N  2.4689  -1.3029  1.9028
C  1.2856  -0.9225  1.0611
O  0.8923  0.5102  1.2183
H  3.1814  -0.6771  1.5704
H  2.2988  -0.8949  2.8542
H  1.7033  -1.0648  -0.0005
H  0.3663  -1.5613  1.1167
H  0.7665  0.5783  2.1324

---

[5]
Molecular formula: C2H7NO3
Method: DFT, wB97M-V/def2-TZVPD

2S+1: 1
Molecular weight (g/mol): 93.1
Energy (hartree): -360.60919
Charge: 0
Largest force on an atom (hartree/bohr): 0.062
E_HOMO (eV): -9.210
HOMO-LUMO gap (eV): 4.48

Cartesian coordinates (Å):
C  -1.1078  -0.6568  -0.5362
N  -0.7958  -0.1863  0.8103
C  0.8535  -0.3233  1.1617
O  1.1323  -1.5201  0.8801
O  1.4788  0.6905  0.5334
H  -1.9050  -0.0561  -0.9735
H  -1.3400  -1.7282  -0.5982
H  -0.2554  -0.3844  -1.1753
H  -1.0910  -0.7655  1.5999
H  0.8060  -0.0288  2.2252
H  1.1287  1.1112  -0.3256
H  0.3536  2.3473  -1.9231
O  0.7421  1.5006  -1.6787

---

[6]
Molecular formula: C2H7NO3
Method: DFT, wB97M-V/def2-TZVPD

2S+1: 1
Molecular weight (g/mol): 93.1
Energy (hartree): -360.82316
Charge: 0
Largest force on an atom (hartree/bohr): 0.094
E_HOMO (eV): -10.069
HOMO-LUMO gap (eV): 10.44

Cartesian coordinates (Å):
N  -0.8904  -1.3565  0.2374
C  -0.8879  0.1244  0.6949
C  0.3062  0.2099  1.5661
O  1.4948  0.2524  1.1696
O  -0.1435  0.5467  2.8963
H  0.1503  -1.4796  0.1694
H  -1.1533  -1.8870  1.0331
H  -0.6380  0.7645  -0.1802
H  -1.9703  0.3138  1.1004
H  0.0877  1.5322  2.7144
O  1.0915  0.5739  -3.5914
H  1.3251  0.7194  -4.5349
H  1.2279  -0.3140  -3.2751

---

[7]
Molecular formula: C2H7NO3
Method: DFT, wB97M-V/def2-TZVPD

2S+1: 1
Molecular weight (g/mol): 93.1
Energy (hartree): -360.87202
Charge: 0
Largest force on an atom (hartree/bohr): 0.067
E_HOMO (eV): -9.778
HOMO-LUMO gap (eV): 10.50

Cartesian coordinates (Å):
N  1.3920  0.5795  -0.8275
C  0.1821  0.0404  -1.4166
C  -0.8649  -0.4751  -0.4085
O  -0.8662  -0.1759  0.7875
O  -1.7859  -1.3329  -1.0376
H  1.1868  0.7082  0.1976
H  2.2220  -0.0156  -0.8828
H  -0.2343  0.8890  -2.0383
H  0.4325  -0.7727  -2.1217
H  -2.5591  -1.3297  -0.5271
O  1.3796  1.0551  2.4802
H  1.9489  0.6812  1.8099
H  1.5361  2.0213  2.4640

---

[8]
Molecular formula: C2H7NO3
Method: DFT, wB97M-V/def2-TZVPD

2S+1: 1
Molecular weight (g/mol): 93.1
Energy (hartree): -360.84718
Charge: 0
Largest force on an atom (hartree/bohr): 0.064
E_HOMO (eV): -10.529
HOMO-LUMO gap (eV): 11.01

Cartesian coordinates (Å):
N  -0.3638  1.0080  -2.4601
C  -0.6549  0.0572  -1.3598
O  -0.7045  0.7029  -0.0731
C  -1.0232  -0.2150  0.8959
O  -1.0314  0.0315  2.0999
H  0.3007  0.6095  -3.1326
H  -1.2196  1.2072  -2.9898
H  -1.6420  -0.4422  -1.3193
H  0.1217  -0.7316  -1.3574
H  -1.0756  -1.2357  0.4680
O  2.4754  -0.1960  3.4514
H  2.2401  0.3238  2.6497
H  2.5770  -1.1195  3.1273

---

[9]
Molecular formula: C2H7NO3S2
Method: DFT, wB97M-V/def2-TZVPD

2S+1: 1
Molecular weight (g/mol): 157.2
Energy (hartree): -1157.16061
Charge: 0
Largest force on an atom (hartree/bohr): 0.084
E_HOMO (eV): -9.440
HOMO-LUMO gap (eV): 8.40

Cartesian coordinates (Å):
O  -1.3667  -1.5119  1.2674
S  -1.2410  -0.0886  1.0245
O  -0.3277  0.7013  1.8239
O  -2.7580  0.4586  1.2333
C  -1.1853  0.2814  -0.7751
S  -0.5822  1.6898  -1.3109
H  -2.7574  1.3605  1.2166
H  -1.4828  -0.6862  -1.1341
C  2.0290  0.0279  -0.8606
N  1.0410  -0.6938  -0.0435
H  2.9289  -0.6479  -0.8187
H  1.6204  0.3107  -1.8342
H  2.2947  0.8896  -0.3189
H  1.0212  -0.5013  0.9578
H  0.7658  -1.5903  -0.4275

---

[10]
Molecular formula: C2H7NO3S2
Method: DFT, wB97M-V/def2-TZVPD

2S+1: 1
Molecular weight (g/mol): 157.2
Energy (hartree): -1157.18550
Charge: 0
Largest force on an atom (hartree/bohr): 0.125
E_HOMO (eV): -9.114
HOMO-LUMO gap (eV): 9.53

Cartesian coordinates (Å):
O  3.5165  0.1851  -0.6198
S  2.1304  0.2914  -0.2229
O  1.2952  -0.1726  -1.4661
O  1.6832  -0.8641  0.9293
S  1.4469  2.0664  0.3899
H  0.3008  -0.1966  -1.3337
H  2.3929  -1.4632  0.7748
H  -1.3988  -1.1737  -1.8152
N  -1.1539  -0.4706  -1.1610
C  -1.8141  -0.3362  -0.1346
C  -1.4196  0.6153  0.9009
H  -2.6645  -0.9255  0.0983
H  -0.7851  1.3164  0.5839
H  -1.0738  0.0457  1.7483
H  -2.4561  1.0823  1.3279

---

[11]
Molecular formula: C2H7NOS
Method: DFT, wB97M-V/def2-TZVPD

2S+1: 1
Molecular weight (g/mol): 93.2
Energy (hartree): -608.45706
Charge: 0
Largest force on an atom (hartree/bohr): 0.091
E_HOMO (eV): -10.448
HOMO-LUMO gap (eV): 10.00

Cartesian coordinates (Å):
C  1.3438  0.2009  0.4255
C  0.3322  0.3844  1.2280
N  -2.6122  1.0679  -0.2645
O  -2.8036  -0.8263  1.2089
S  -2.2209  -0.3760  -0.0166
H  1.8327  1.2034  0.1265
H  1.9070  -0.6457  0.0616
H  0.2613  0.2097  -2.8357
H  0.0208  1.3341  1.4384
H  -0.0923  -0.5284  1.5479
H  -2.2479  1.2858  -1.1655
H  0.0213  -0.2588  -3.3517

---

[12]
Molecular formula: C2H7NOS2
Method: DFT, wB97M-V/def2-TZVPD

2S+1: 1
Molecular weight (g/mol): 125.2
Energy (hartree): -1006.78228
Charge: 0
Largest force on an atom (hartree/bohr): 0.027
E_HOMO (eV): -9.624
HOMO-LUMO gap (eV): 9.74

Cartesian coordinates (Å):
C  1.2258  1.2058  -0.2213
C  -0.1031  1.7292  0.2371
N  -1.2169  1.1758  -0.3707
O  -0.2095  2.5095  1.1523
H  1.1301  0.5568  -1.0882
H  1.6551  0.6468  0.6086
H  1.8491  2.0750  -0.4248
H  -1.1904  0.2109  -0.6387
H  -2.1062  1.5908  -0.1559
S  -1.1432  -2.7081  -0.4383
S  0.5334  -2.2100  0.6283
H  -0.7030  -3.8450  -1.0243
H  0.2787  -2.9373  1.7358